Molecular formula: C6H9N
Method: DFT, ωB97M-V/def2-TZVPD

Cartesian coordinates (Å):
H 1.393877 -0.795760 -1.226036
H -1.232657 1.077450 -2.249154
C 0.644212 -0.974118 0.919041
H 2.581340 -0.398066 0.065401
H 1.204347 1.904499 -0.225031
C 0.804028 0.938635 0.087903
C 0.472225 0.414621 1.498390
C 1.519814 -0.411756 -0.202964
H 0.583454 0.825326 2.493325
H 0.781571 -1.907232 1.455406
H -2.627457 -0.214689 -0.299962
H -1.422822 -0.705623 -1.765180
C -1.220944 0.319665 -1.466660
H -2.202999 -0.452660 0.444951
C -0.687171 -0.231267 0.808176
N -0.590821 0.610976 -0.337609

Forces on the atoms, in the same order (eV/Å):
0.002 0.054 0.126
0.024 -0.083 0.128
0.149 -0.298 0.082
-0.162 -0.001 -0.028
-0.060 -0.147 0.056
0.299 0.344 -0.140
0.043 0.151 0.282
0.060 -0.052 -0.111
-0.022 -0.084 -0.167
-0.045 0.170 -0.093
0.045 -0.021 0.047
-0.042 0.126 0.101
0.167 -0.025 0.044
-0.029 0.009 -0.110
-0.167 -0.030 -0.031
-0.264 -0.115 -0.186

As for the LUMO energy (alpha / beta): 0.260 / 0.259 eV. The calculation puts the HOMO-LUMO gap (alpha / beta) at 8.132 / 8.131 eV. The HOMO energy (alpha / beta) comes out at -7.87 / -7.87 eV. The net charge is 0. The calculation puts the energy relative to the best compared isomer or geometry (same formula, charge and spin) at 761.8 kJ/mol.

Mulliken population analysis, charges in e, atoms 1 to 6: number 1, H, carries 0.31; number 2, H, carries 0.31; number 3, C, carries -0.20; number 4, H, carries 0.31; number 5, H, carries 0.47; number 6, C, carries -0.33


Molecular formula: C6H9N
Method: DFT, ωB97M-V/def2-TZVPD

Cartesian coordinates (Å):
N 0.723075 0.605522 0.279032
H -0.896072 -1.706563 1.114037
C 1.668605 -0.389826 -0.204760
H -2.677714 -1.688710 1.018501
H -0.485545 0.327846 -1.462848
C -0.532758 0.740860 -0.438460
H 1.386388 -1.008894 -1.059926
H 2.622950 1.617282 0.117954
H -1.707629 -1.909073 -0.458529
H 1.740602 1.412318 -1.481610
C -1.691748 0.086167 0.298490
H 2.246859 -0.909188 0.557325
C 1.890201 1.057435 -0.458986
C -2.524416 1.021160 0.658918
H -0.743953 1.810150 -0.543474
C -1.754603 -1.395063 0.509660

Forces on the atoms, in the same order (eV/Å):
-0.028 -0.018 0.002
-0.146 -0.029 -0.087
0.083 -0.196 -0.067
0.209 0.053 -0.085
-0.012 -0.012 0.144
0.002 0.210 -0.166
-0.035 0.176 0.167
-0.120 -0.128 -0.106
0.005 0.059 0.182
-0.005 -0.099 0.217
-0.393 0.318 0.154
-0.144 0.132 -0.117
0.138 0.104 -0.056
0.382 -0.464 -0.179
0.049 -0.014 -0.021
0.016 -0.092 0.017

As for the LUMO energy: 0.086 eV. The calculation puts the HOMO-LUMO gap at 9.698 eV. The HOMO energy comes out at -9.61 eV. The net charge is 0. The calculation puts the energy relative to the best compared isomer or geometry (same formula, charge and spin) at 502.7 kJ/mol.

Mulliken population analysis, charges in e, atoms 1 to 6: number 1, N, carries -0.30; number 2, H, carries 0.28; number 3, C, carries -0.45; number 4, H, carries 0.35; number 5, H, carries 0.40; number 6, C, carries -0.62


Molecular formula: C6H9N
Method: DFT, ωB97M-V/def2-TZVPD

Cartesian coordinates (Å):
C 1.868829 0.436484 0.099215
C -0.273638 -0.109921 -1.125453
H -0.461182 1.894350 -0.030619
H -2.129240 -1.374358 -0.213222
N 0.950182 -0.579598 -0.410567
C -1.008517 -0.117123 0.824524
C -0.954499 0.949409 -0.248323
C 0.062965 -1.141645 0.592611
C -1.083096 -1.186526 -0.338373
H -1.640318 -0.150574 1.706939
H -1.952301 1.137974 -0.672261
H 1.410242 1.174823 0.779402
H 0.374286 -1.873751 1.327521
H 2.672871 -0.062567 0.651188
H -0.159037 0.027410 -2.203904
H 2.322457 0.975614 -0.738679

Forces on the atoms, in the same order (eV/Å):
0.125 0.007 -0.056
-0.092 0.290 -0.321
0.094 0.265 -0.129
-0.215 -1.366 -1.003
0.053 -0.046 -0.016
0.044 0.367 0.418
0.224 0.495 0.148
0.245 -0.195 0.396
-0.414 0.487 0.514
-0.031 -0.028 -0.267
0.236 -0.006 0.250
-0.004 -0.217 -0.169
0.072 0.161 0.047
-0.116 0.040 -0.122
-0.159 -0.149 0.238
-0.062 -0.103 0.073

As for the LUMO energy: 1.131 eV. The calculation puts the HOMO-LUMO gap at 9.573 eV. The HOMO energy comes out at -8.44 eV. The net charge is 0. The calculation puts the energy relative to the best compared isomer or geometry (same formula, charge and spin) at 391.7 kJ/mol.

Mulliken population analysis, charges in e, atoms 1 to 6: number 1, C, carries -0.86; number 2, C, carries -0.32; number 3, H, carries 0.30; number 4, H, carries 0.48; number 5, N, carries -0.14; number 6, C, carries -0.17


Molecular formula: C6H9N
Method: DFT, ωB97M-V/def2-TZVPD

Cartesian coordinates (Å):
H 2.377341 -1.387322 0.285027
H 0.516830 0.331675 -1.847720
C -0.429386 1.325747 -0.142324
H -2.446713 0.672160 0.484308
H 1.453382 -1.494875 1.795811
H 2.368158 -0.030173 1.409915
H -2.747826 -0.547678 -1.473120
H 1.619850 1.332958 -0.784716
C 1.742899 -0.820182 0.982635
C 0.542055 -0.237439 0.273755
C -0.774155 -0.756055 0.349388
C 0.703183 0.744462 -0.858506
H -0.452935 2.342819 0.243608
C -1.596610 0.348021 -0.126349
N -1.803854 -0.150044 -1.438587
H -1.072224 -1.674067 0.846874

Forces on the atoms, in the same order (eV/Å):
-0.200 0.180 0.041
0.007 0.023 -0.013
-0.158 0.653 0.277
0.089 -0.052 -0.106
-0.017 0.179 -0.130
-0.091 -0.047 -0.057
0.129 -0.071 -0.083
-0.131 -0.106 -0.062
-0.097 0.070 0.060
0.041 -0.664 -0.029
0.674 -0.303 0.491
0.161 -0.051 0.049
0.095 -0.222 0.038
0.075 0.399 0.044
-0.549 -0.138 -0.400
-0.028 0.150 -0.120

As for the LUMO energy (alpha / beta): 0.605 / 0.454 eV. The calculation puts the HOMO-LUMO gap (alpha / beta) at 8.550 / 7.358 eV. The HOMO energy (alpha / beta) comes out at -7.95 / -6.90 eV. The net charge is 0. The calculation puts the energy relative to the best compared isomer or geometry (same formula, charge and spin) at 529.0 kJ/mol.

Mulliken population analysis, charges in e, atoms 1 to 6: number 1, H, carries 0.29; number 2, H, carries 0.28; number 3, C, carries -0.87; number 4, H, carries 0.43; number 5, H, carries 0.35; number 6, H, carries 0.34


Molecular formula: C6H9N
Method: DFT, ωB97M-V/def2-TZVPD

Cartesian coordinates (Å):
H -2.946481 -0.010646 -2.220456
H -0.924487 -0.834044 -2.302178
H 1.519381 0.520649 1.459870
C -2.337601 0.349938 -1.364046
C -0.069911 -0.079121 -0.597622
C 0.714504 0.002597 2.001163
C -1.017512 0.270671 1.835218
H 1.378092 -1.098643 -1.814752
C -0.408928 0.186710 0.662732
H -1.277970 1.265448 2.203995
C 1.302070 -0.197348 -1.190639
H 0.673819 0.509100 2.968203
N -1.160876 -0.215252 -1.523813
H 1.546860 0.662066 -1.827611
H 0.935104 -1.054588 2.131360
H 2.073938 -0.277537 -0.421425

Forces on the atoms, in the same order (eV/Å):
0.059 0.091 0.167
-0.130 0.106 0.073
-0.164 -0.043 0.038
0.298 -0.329 -0.370
0.013 0.065 0.196
0.482 -0.124 0.146
-0.077 0.088 -0.318
-0.032 0.119 0.087
-0.082 -0.020 0.039
0.051 -0.120 -0.056
0.067 -0.024 0.007
-0.042 -0.040 -0.132
-0.188 0.146 0.186
-0.045 -0.108 0.087
-0.074 0.180 -0.037
-0.136 0.013 -0.114

As for the LUMO energy: 0.796 eV. The calculation puts the HOMO-LUMO gap at 8.341 eV. The HOMO energy comes out at -7.54 eV. The net charge is 0. The calculation puts the energy relative to the best compared isomer or geometry (same formula, charge and spin) at 682.7 kJ/mol.

Mulliken population analysis, charges in e, atoms 1 to 6: number 1, H, carries 0.16; number 2, H, carries 0.26; number 3, H, carries 0.40; number 4, C, carries -0.64; number 5, C, carries 0.80; number 6, C, carries -1.16


Molecular formula: C6H9N
Method: DFT, ωB97M-V/def2-TZVPD

Cartesian coordinates (Å):
H 2.387210 0.163115 1.980135
C -2.182968 -1.112682 -0.425939
C -2.137243 0.436497 -0.180660
H -3.917904 1.119388 -0.503178
N -2.970833 1.323022 -0.329376
H -2.780508 -1.593216 -1.140072
C 3.431584 -0.048433 -0.005762
H -2.686914 -1.414130 0.577081
C 0.240217 0.032460 0.141732
H 3.383566 0.551974 -0.957552
H -1.126109 -1.600118 -0.431406
C -0.747708 0.883866 0.153171
H 3.056676 -1.012187 -0.455264
H 4.372707 -0.140723 0.551077
H -0.688359 1.944393 0.153896
C 2.366591 0.466776 0.872110

Forces on the atoms, in the same order (eV/Å):
0.031 0.289 -1.583
0.857 -0.008 4.100
2.722 -3.146 -1.490
-1.187 -0.891 -0.619
-0.811 2.520 0.682
-0.959 0.145 -1.476
-1.496 0.004 -1.186
0.966 -0.108 -1.379
2.879 0.310 1.250
0.913 -0.137 0.989
-1.829 1.089 0.033
-0.552 -0.346 -0.614
0.566 0.350 0.950
-0.020 -0.075 -0.691
0.451 0.814 0.469
-2.530 -0.812 0.566

As for the LUMO energy (alpha / beta): -0.893 / -0.483 eV. The calculation puts the HOMO-LUMO gap (alpha / beta) at 7.837 / 7.793 eV. The HOMO energy (alpha / beta) comes out at -8.73 / -8.28 eV. The net charge is 0. The calculation puts the energy relative to the best compared isomer or geometry (same formula, charge and spin) at 839.3 kJ/mol.

Mulliken population analysis, charges in e, atoms 1 to 6: number 1, H, carries 0.23; number 2, C, carries -0.89; number 3, C, carries 0.50; number 4, H, carries 0.23; number 5, N, carries -0.62; number 6, H, carries 0.38


Molecular formula: C6H9N
Method: DFT, ωB97M-V/def2-TZVPD

Cartesian coordinates (Å):
H 1.131778 1.776579 -1.283356
C 0.351656 -0.833988 -0.230113
H 1.204822 -2.265011 -1.533647
H 0.133412 2.711530 -0.171029
C -0.148288 0.591567 -0.057260
H -2.143864 -1.254895 1.912483
C -1.393278 -0.790965 1.281718
H 1.590281 1.893042 0.426164
C 1.236519 -1.256217 -1.138643
H 1.944210 -0.558086 -1.572718
H -0.600809 -2.596195 0.457152
C 0.744217 1.804687 -0.260515
H -1.605281 1.343581 1.581744
C -1.127078 0.505071 1.090661
N -0.579198 -1.593006 0.477299
H -0.739098 0.522308 -0.979938

Forces on the atoms, in the same order (eV/Å):
0.096 0.094 0.157
-0.098 -0.016 -0.236
0.298 -0.058 0.301
0.145 -0.159 -0.001
-0.070 0.020 -0.216
0.234 0.088 -0.026
0.046 0.089 0.006
-0.161 -0.178 0.042
0.120 -0.097 0.128
-0.232 -0.076 -0.044
0.039 0.058 0.114
0.057 -0.027 -0.036
0.083 -0.171 -0.111
0.009 -0.121 -0.021
0.010 -0.096 -0.141
-0.576 0.650 0.087

As for the LUMO energy: 1.070 eV. The calculation puts the HOMO-LUMO gap at 8.378 eV. The HOMO energy comes out at -7.31 eV. As for the structure (SMILES): C=C1NC=C[C@H]1C. The net charge is 0. The calculation puts the energy relative to the best compared isomer or geometry (same formula, charge and spin) at 149.4 kJ/mol.

Mulliken population analysis, charges in e, atoms 1 to 6: number 1, H, carries 0.38; number 2, C, carries 0.03; number 3, H, carries 0.27; number 4, H, carries 0.35; number 5, C, carries 1.00; number 6, H, carries 0.39


Molecular formula: C6H9N
Method: DFT, ωB97M-V/def2-TZVPD

Cartesian coordinates (Å):
H 3.208591 -0.187022 -0.497836
C -1.123201 0.041945 0.122879
C 1.089087 -0.068835 -0.153586
N -0.123459 -0.855901 -0.066226
H 1.458706 2.104245 0.007511
H -2.641402 -1.426545 0.495332
H 0.442669 -0.577595 -1.143763
C 2.414173 -0.757610 -0.009735
H -1.208474 2.238038 0.352536
H -2.997220 -0.354610 -0.865526
H -3.158237 0.244740 0.787266
C -2.556177 -0.397710 0.136631
C -0.619997 1.339401 0.208105
C 0.758197 1.279415 0.017684
H 2.666974 -0.859877 1.050211
H 2.389764 -1.762082 -0.441487

Forces on the atoms, in the same order (eV/Å):
-0.097 -0.052 0.060
-0.042 0.047 -0.025
0.292 0.169 0.149
-0.124 0.040 0.113
-0.077 -0.087 0.033
0.045 0.131 -0.047
-0.165 -0.154 -0.203
0.044 -0.003 -0.002
0.056 -0.124 -0.015
0.045 -0.015 0.094
0.126 -0.070 -0.092
-0.056 -0.017 -0.008
-0.024 0.022 0.012
0.029 -0.043 -0.001
-0.008 -0.001 -0.102
-0.046 0.156 0.035

As for the LUMO energy: 1.008 eV. The calculation puts the HOMO-LUMO gap at 9.559 eV. The HOMO energy comes out at -8.55 eV. The net charge is 0. The calculation puts the energy relative to the best compared isomer or geometry (same formula, charge and spin) at 199.1 kJ/mol.

Mulliken population analysis, charges in e, atoms 1 to 6: number 1, H, carries 0.34; number 2, C, carries 0.38; number 3, C, carries 0.43; number 4, N, carries -0.52; number 5, H, carries 0.44; number 6, H, carries 0.32


Molecular formula: C6H9N
Method: DFT, ωB97M-V/def2-TZVPD

Cartesian coordinates (Å):
C 1.604824 -0.135726 -0.308158
H -3.079321 -0.620822 0.965454
H 1.250358 1.445424 0.924966
H 3.680793 0.247999 -0.805250
C -1.277899 -0.302064 -0.161894
H -3.178930 0.679082 -0.251354
H 3.248309 0.908737 0.782594
H -1.024403 1.665714 0.641988
H -3.291073 -1.015510 -0.740429
C -0.774510 -1.536154 -0.609561
C -0.565458 0.748493 0.296160
N 0.843401 0.734766 0.307433
C 3.063350 0.066984 0.083103
H 3.472125 -0.834889 0.553039
C -2.798086 -0.321630 -0.048411
H -1.173487 -1.730406 -1.629682

Forces on the atoms, in the same order (eV/Å):
-0.174 0.400 0.263
0.010 0.096 -0.158
-0.027 -0.143 -0.199
-0.223 -0.128 0.056
0.031 -0.058 0.155
-0.096 -0.037 0.076
-0.237 -0.211 -0.169
0.021 -0.103 0.048
0.289 0.099 0.072
0.480 0.319 -0.001
-0.209 0.012 0.054
-0.091 -0.283 -0.189
-0.008 -0.160 -0.071
-0.180 0.028 -0.131
-0.128 0.143 0.005
0.542 0.025 0.187

As for the LUMO energy (alpha / beta): -0.063 / -0.061 eV. The calculation puts the HOMO-LUMO gap (alpha / beta) at 7.506 / 7.508 eV. The HOMO energy (alpha / beta) comes out at -7.57 / -7.57 eV. The net charge is 0. The calculation puts the energy relative to the best compared isomer or geometry (same formula, charge and spin) at 589.3 kJ/mol.

Mulliken population analysis, charges in e, atoms 1 to 6: number 1, C, carries -0.37; number 2, H, carries 0.27; number 3, H, carries 0.33; number 4, H, carries 0.26; number 5, C, carries 0.77; number 6, H, carries 0.34


Molecular formula: C6H9N
Method: DFT, ωB97M-V/def2-TZVPD

Cartesian coordinates (Å):
C 0.278375 1.428037 -1.181866
H -1.081724 -2.181915 0.544709
H 2.889630 1.010744 -0.035847
N -2.952379 -0.980614 1.475959
H 0.384694 2.455143 -0.682225
H -2.301183 -1.508205 2.068134
C -0.381028 -1.916123 -0.253802
C 0.824555 0.342144 -0.380950
H 0.761519 1.613698 -2.194451
H -0.267035 -2.718970 -0.962565
H 1.752552 1.654799 0.981292
C 0.168630 -0.768608 -0.277387
C 2.017475 0.724321 0.465185
C -3.605507 -0.382866 0.717201
H -0.705522 1.312710 -1.550305
H 2.216942 -0.084293 1.266911

Forces on the atoms, in the same order (eV/Å):
0.848 3.397 -1.912
0.166 0.183 -0.414
1.402 -0.129 -1.196
0.600 -0.468 0.612
-0.347 -1.454 -0.437
-0.916 0.747 -0.665
-1.587 -1.987 0.916
0.563 0.437 0.612
0.352 -0.494 1.193
0.493 0.033 -0.325
-0.197 -0.225 0.257
1.266 0.598 -0.230
-1.263 -1.513 2.400
0.104 -0.122 0.222
-1.430 -0.349 0.354
-0.053 1.347 -1.385

As for the LUMO energy: 0.915 eV. The calculation puts the HOMO-LUMO gap at 10.008 eV. The HOMO energy comes out at -9.09 eV. The net charge is 0. The calculation puts the energy relative to the best compared isomer or geometry (same formula, charge and spin) at 366.6 kJ/mol.

Mulliken population analysis, charges in e, atoms 1 to 6: number 1, C, carries -1.31; number 2, H, carries 0.07; number 3, H, carries 0.35; number 4, N, carries -0.15; number 5, H, carries 0.29; number 6, H, carries 0.37